Record 1
33
Properties=species:S:1:pos:R:3 method="wB97M-V/def2-TZVPD" s_squared=8.75 spin_multiplicity=6 orbital_gap_ev="7.362 / 7.071" e_homo_ev="-7.927 / -7.924" de_lowest_kj_mol=299.08
Mn 0.251 -0.257 1.344
Br 1.111 0.025 3.874
N 2.236 2.512 0.562
O 3.130 2.689 1.421
O 1.551 1.514 0.545
O 2.089 3.361 -0.253
C 2.272 -3.322 -0.761
C 2.477 -1.795 -0.487
O 1.937 -1.579 0.854
H 2.403 -3.509 -1.827
H 1.267 -3.646 -0.494
H 3.044 -3.979 -0.359
H 1.867 -1.330 -1.262
H 3.458 -1.326 -0.564
H 2.514 -2.181 1.329
C -2.306 2.806 0.651
C -1.463 2.262 1.848
O -1.511 0.901 1.745
H -1.679 2.898 -0.236
H -2.532 3.828 0.957
H -3.200 2.195 0.526
H -1.866 2.677 2.772
H -0.433 2.619 1.864
H -2.395 0.577 1.934
C -1.849 -1.569 -2.369
C -1.810 -0.439 -1.283
O -0.446 -0.232 -0.817
H -0.857 -1.730 -2.790
H -2.590 -1.344 -3.136
H -2.043 -2.508 -1.850
H -2.419 -0.617 -0.396
H -2.257 0.435 -1.756
H 0.048 0.064 -1.585

Record 2
40
Properties=species:S:1:pos:R:3 method="wB97M-V/def2-TZVPD" orbital_gap_ev=7.152 e_homo_ev=-7.933 de_lowest_kj_mol=469.69
C -1.049 -2.764 4.010
C -2.591 -2.835 3.388
N -3.598 -3.142 4.287
C -2.933 -2.519 1.794
O -1.978 -1.524 1.285
C -0.997 -2.104 0.356
O 0.280 -1.645 0.476
O -1.262 -3.074 -0.716
P -0.505 -4.617 -0.417
O -1.515 -5.572 0.666
Br -0.538 -5.844 -2.377
H -0.991 -3.413 5.006
H -0.831 -1.615 4.234
H -0.283 -3.134 3.184
H -3.213 -3.313 5.244
H -4.004 -1.990 1.808
H -3.049 -3.482 1.140
H -2.438 -5.504 0.239
C 2.417 4.904 -2.014
C 1.252 4.020 -1.577
N 1.164 2.743 -2.292
C -0.094 2.031 -2.048
C -0.365 1.542 -0.628
C 2.366 1.904 -2.272
C 2.898 1.470 -0.911
H 2.378 5.112 -3.088
H 2.373 5.861 -1.485
H 3.386 4.453 -1.779
H 0.334 4.593 -1.766
H 1.309 3.873 -0.494
H -0.169 1.178 -2.735
H -0.920 2.695 -2.338
H 0.222 0.652 -0.392
H -1.419 1.260 -0.531
H -0.163 2.307 0.126
H 3.166 2.439 -2.798
H 2.197 1.011 -2.886
H 2.891 2.279 -0.177
H 3.937 1.136 -1.014
H 2.335 0.628 -0.508

Record 3
63
Properties=species:S:1:pos:R:3 method="wB97M-V/def2-TZVPD" s_squared=0.76 spin_multiplicity=2 orbital_gap_ev="8.061 / 7.271" e_homo_ev="-11.351 / -11.531" de_lowest_kj_mol=0.00 total_charge=+1
Ru 0.210 -0.908 0.965
S -1.853 -1.285 1.932
C -2.137 -2.094 0.396
C -3.261 -2.743 -0.084
C -3.189 -3.290 -1.356
C -2.022 -3.173 -2.103
C -0.937 -2.517 -1.552
N -1.006 -2.003 -0.324
H -4.155 -2.809 0.520
H -4.047 -3.805 -1.768
H -1.950 -3.586 -3.098
H -0.002 -2.397 -2.078
N 1.781 -3.975 3.423
C 0.927 -3.698 2.440
N 0.914 -2.392 2.268
C 1.804 -1.921 3.189
N 2.353 -2.859 3.912
C 2.015 -0.482 3.265
C 2.867 0.151 4.157
N 2.992 1.470 4.175
C 2.266 2.160 3.304
C 1.414 1.544 2.399
N 1.291 0.219 2.382
H 2.032 -4.876 3.799
H 0.343 -4.427 1.905
H 3.458 -0.430 4.855
H 2.361 3.238 3.319
H 0.834 2.108 1.682
F 1.677 -3.675 -0.354
C 2.958 -3.285 -0.239
F 3.681 -4.024 -1.074
F 3.341 -3.596 1.012
C 3.077 -1.743 -0.501
O 2.030 -1.050 -0.027
C 4.388 -1.235 0.184
F 4.213 -1.155 1.512
F 4.692 -0.009 -0.248
F 5.432 -2.034 -0.043
C 3.219 -1.530 -2.048
F 2.222 -2.181 -2.683
F 4.373 -1.954 -2.547
F 3.094 -0.236 -2.362
S -1.654 4.022 -3.073
C -1.229 2.770 -1.930
C -1.972 2.425 -0.802
C -1.529 1.409 0.015
N -0.398 0.722 -0.217
C 0.326 1.059 -1.298
C -0.049 2.060 -2.163
C -3.188 4.627 -2.404
C -4.393 4.067 -2.800
C -5.562 4.583 -2.255
N -5.582 5.583 -1.379
C -4.420 6.120 -1.022
C -3.193 5.681 -1.504
H -2.891 2.935 -0.553
H -2.094 1.122 0.890
H 1.235 0.502 -1.442
H 0.579 2.282 -3.015
H -4.424 3.256 -3.515
H -6.524 4.172 -2.538
H -4.466 6.941 -0.317
H -2.272 6.151 -1.189

Record 4
43
Properties=species:S:1:pos:R:3 method="wB97M-V/def2-TZVPD" smiles="O=C(CCSCCC(=O)NCc1cccs1)NCc1cccs1" orbital_gap_ev=8.606 e_homo_ev=-8.278
O -3.172 -2.608 0.782
C -2.757 -1.472 0.895
N -1.452 -1.166 1.030
H -1.171 -0.195 1.103
C -0.427 -2.176 1.003
C 0.478 -2.071 -0.185
C 1.385 -2.987 -0.623
C 2.093 -2.562 -1.769
C 1.716 -1.328 -2.182
S 0.484 -0.662 -1.185
H 2.077 -0.762 -3.018
H 2.846 -3.154 -2.258
H 1.537 -3.939 -0.145
H 0.171 -2.118 1.924
H -0.941 -3.144 0.988
C -3.677 -0.258 0.891
C -4.108 0.054 -0.537
H -4.466 -0.852 -1.026
H -4.891 0.812 -0.565
S -2.741 0.642 -1.588
C -2.567 2.370 -0.995
C -1.105 2.791 -0.978
C -0.367 2.247 0.234
O -0.918 1.695 1.169
N 0.959 2.482 0.212
H 1.385 2.866 -0.617
C 1.854 2.052 1.268
C 2.772 0.959 0.829
C 2.928 -0.280 1.362
C 3.899 -1.057 0.689
C 4.463 -0.398 -0.351
S 3.831 1.189 -0.528
H 5.212 -0.740 -1.036
H 4.155 -2.063 0.967
H 2.371 -0.630 2.213
H 1.227 1.696 2.090
H 2.434 2.918 1.609
H -0.610 2.444 -1.886
H -1.039 3.883 -0.946
H -3.143 3.008 -1.666
H -2.983 2.420 0.010
H -4.567 -0.503 1.473
H -3.175 0.598 1.343

| no. | electronic energy (hartree) |
| --- | --- |
| 1 | -4470.48566 |
| 2 | -3719.93743 |
| 3 | -3266.16079 |
| 4 | -2076.28390 |